# 1
# C19H20N2O6S

One molecule with the formula C19H20N2O6S (ωB97M-V/def2-TZVPD, OMol25).

```
48
Properties=species:S:1:pos:R:3:forces:R:3
C -3.330045 -3.924602 -1.177076 -0.23 0.08 -0.04
O -2.013125 -4.368191 -0.939172 0.34 -0.08 0.06
C -1.080864 -3.461517 -0.555908 0.15 0.07 0.03
C 0.204899 -3.960599 -0.327173 -0.18 -0.07 -0.04
C 1.211687 -3.115521 0.084370 -0.06 -0.06 -0.03
C 0.964814 -1.763537 0.275512 -0.10 0.20 0.01
C -0.304144 -1.258402 0.048804 0.11 -0.07 -0.02
C -0.636597 0.206954 0.226753 0.02 -0.12 -0.34
N 0.166522 0.880968 1.225780 -0.17 0.09 0.00
C 1.339855 1.496838 0.931502 0.07 0.08 -0.04
O 2.084297 1.946381 1.782887 0.28 0.05 0.04
C 1.679755 1.670344 -0.520611 0.20 0.23 -0.19
C 0.991518 2.620637 -1.274272 0.17 -0.20 0.09
C 1.359878 2.871706 -2.580435 0.14 0.00 -0.30
C 2.425004 2.168474 -3.130704 -0.35 -0.22 1.25
N 2.806934 2.420633 -4.500019 0.13 0.08 -0.48
O 2.162697 3.238657 -5.120006 -0.12 0.20 -0.19
O 3.745592 1.796933 -4.944656 0.23 -0.13 -0.15
C 3.134851 1.237569 -2.383857 0.01 0.12 -0.32
C 2.764563 0.999058 -1.074536 -0.22 0.11 0.09
C -0.236366 0.864996 2.624231 0.60 0.20 0.31
C -0.177813 -0.524109 3.299460 0.41 0.10 0.04
C -1.448048 -1.309665 3.050440 -0.39 0.54 -0.04
S -2.740734 -0.034196 2.874615 -0.20 -0.04 0.08
O -3.418037 -0.186574 1.610348 0.08 -0.05 -0.30
O -3.565204 0.020420 4.046857 0.10 0.04 0.47
C -1.632625 1.424403 2.832310 -0.29 -0.70 -0.01
C -1.325518 -2.106499 -0.367830 -0.14 -0.15 -0.16
H -3.366793 -3.208177 -2.003374 0.00 -0.01 0.04
H -3.770928 -3.471684 -0.283832 0.03 -0.01 -0.03
H -3.894025 -4.815606 -1.447322 0.00 0.10 0.01
H 0.380858 -5.013527 -0.476044 0.02 -0.14 -0.01
H 2.200887 -3.509538 0.261603 0.09 -0.06 0.01
H 1.758166 -1.113016 0.609362 0.08 0.04 0.07
H -0.493692 0.706811 -0.736117 -0.14 -0.06 0.17
H -1.691713 0.296436 0.492608 0.16 0.08 -0.18
H 0.173842 3.168849 -0.830244 -0.10 0.04 0.03
H 0.841127 3.601965 -3.182467 -0.01 0.02 -0.01
H 3.967361 0.721065 -2.836293 0.02 -0.01 0.00
H 3.323967 0.295867 -0.478102 0.06 -0.07 0.06
H 0.508326 1.505474 3.115059 -0.33 -0.19 -0.09
H 0.698294 -1.065691 2.942418 -0.02 0.01 0.09
H -0.059246 -0.357449 4.371216 0.03 0.00 0.01
H -1.425663 -1.881207 2.128390 -0.06 -0.01 -0.04
H -1.726404 -1.943896 3.884514 -0.13 -0.03 0.06
H -1.734833 1.901418 3.801669 -0.01 0.00 0.10
H -1.955862 2.098387 2.046258 -0.12 0.01 -0.07
H -2.309037 -1.690232 -0.517793 -0.16 0.01 0.00
```
Forces are in eV/Å.

As for the SMILES: COc1cccc(CN(C(=O)c2ccc([N+](=O)[O-])cc2)[C@@H]2CCS(=O)(=O)C2)c1. As for the highest occupied orbital energy: -0.3296 Eh. The gap between HOMO and LUMO is 8.19 eV. The maximum force comes out at 1.31 eV/A. The value obtained for the energy above the lowest of the compared OMol25 structures with the same formula, charge and spin is 83.8 kcal per mole. The spin multiplicity is 1.

# 2
# C22H37ClFINO29PS6

C22H37ClFINO29PS6 as an isolated structure (ωB97M-V/def2-TZVPD, OMol25).

```
99
Properties=species:S:1:pos:R:3:forces:R:3
C 1.886141 -2.646223 0.882914 0.38 -0.39 0.29
C 2.145272 -3.605055 -0.244031 0.50 -0.03 0.17
O 3.174357 -3.686774 -0.837526 -0.26 0.08 -0.23
O 1.061349 -4.433293 -0.536421 -0.58 0.79 0.12
C 0.759987 -4.597769 -1.887079 0.54 -0.08 0.26
O 1.284700 -5.455665 -2.504317 -0.05 -0.64 -0.56
C -0.293422 -3.654062 -2.411627 -0.66 -0.13 0.20
C 0.178058 -2.764987 -3.572473 1.53 0.51 -0.84
F -0.501425 -3.080235 -4.730207 -0.62 -0.44 0.41
N 1.592230 -2.979454 -3.871160 -0.04 0.20 -0.35
C 2.357760 -1.829409 -3.758689 -0.23 -0.14 0.46
O 3.379163 -1.580276 -4.331687 0.02 -0.16 0.23
C 1.560594 -0.974691 -2.752994 -0.40 0.24 0.29
C 2.014010 0.439116 -2.410117 0.13 0.10 0.50
C 3.534422 0.549605 -2.236075 -0.20 -0.13 -0.56
C 3.905132 1.806702 -1.444730 -0.03 -0.63 -0.09
C 5.357546 1.867836 -0.951142 -0.06 0.36 0.34
S 6.535616 1.104589 -2.041009 -0.31 -0.30 -0.56
O 6.399887 1.642094 -3.355938 0.11 0.28 0.11
O 6.541206 -0.309346 -1.860170 0.14 0.04 0.27
Cl 8.287488 1.833133 -1.262806 0.00 -0.01 0.05
C 0.157952 -1.213104 -3.362972 -0.42 0.02 -0.67
I 0.264041 -0.249295 -5.351564 -0.10 -0.05 0.09
P -1.259813 -0.345996 -2.624766 -0.09 1.83 0.69
O -0.868206 0.981605 -2.128180 0.29 -0.26 0.18
O -1.877169 -1.201711 -1.411436 0.00 -0.30 -0.36
O -2.422181 -0.223131 -3.706912 -0.08 -0.94 0.23
H 2.856154 -2.350927 1.278858 -0.03 0.11 -0.09
H 1.375294 -1.755294 0.514808 -0.19 -0.11 0.05
H 1.328634 -3.119595 1.689842 -0.26 0.10 -0.16
H -1.095853 -4.288243 -2.800235 0.02 0.05 -0.02
H -0.712878 -3.093152 -1.581219 0.11 0.13 -0.10
H 1.794427 -3.616595 -4.629693 0.07 -0.10 0.11
H 1.536443 -1.527119 -1.802642 0.29 -0.12 -0.08
H 1.611881 1.189177 -3.090907 0.14 -0.11 -0.17
H 1.565686 0.676650 -1.440035 -0.15 0.02 -0.12
H 3.987893 0.584714 -3.227367 0.13 -0.05 0.10
H 3.910229 -0.368963 -1.775275 0.06 0.14 0.19
H 3.665040 2.678518 -2.053370 0.07 0.07 0.10
H 3.281786 1.817126 -0.546033 0.03 0.29 -0.02
H 5.695791 2.897202 -0.829506 -0.02 -0.02 -0.06
H 5.473720 1.371596 0.013030 0.09 -0.13 -0.11
H -2.687193 -1.668548 -1.652933 -0.02 -0.09 0.08
H -3.118893 0.349840 -3.343817 0.02 0.18 -0.14
C -2.585491 2.255370 1.220786 -0.26 0.06 -0.28
C -1.168997 2.415001 0.719356 0.09 -0.33 0.05
O -0.575114 3.328678 1.656768 -0.23 0.19 0.00
S -1.194901 3.100198 3.113142 0.04 -0.03 -0.16
O -0.329690 2.273865 3.867105 -0.99 -0.25 0.12
O -1.644902 4.354450 3.604045 0.05 0.00 0.05
O -2.467631 2.234944 2.650788 0.27 -0.13 -0.01
H -3.207440 3.102640 0.938278 0.03 0.02 -0.01
H -3.045027 1.334234 0.871716 0.00 -0.07 0.18
H -1.119627 2.815741 -0.287577 0.10 0.11 0.06
H -0.619291 1.473423 0.755289 -0.03 -0.02 -0.05
C 4.401685 2.412908 6.143427 0.22 -0.14 -0.24
C 4.727665 3.871722 5.898042 -0.02 0.14 0.37
O 3.758839 4.287975 4.929273 0.06 -0.25 -0.16
S 2.379057 3.499724 5.164386 0.05 0.04 0.10
O 1.504553 4.311435 5.929425 -0.06 -0.06 -0.03
O 1.967678 2.924867 3.938465 0.91 0.35 -0.06
O 2.971716 2.360235 6.121259 0.00 0.16 0.11
H 4.784802 1.775769 5.343708 0.03 0.02 0.00
H 4.769637 2.054841 7.100988 -0.19 -0.01 0.07
H 5.730670 4.021348 5.508551 -0.08 0.05 -0.19
H 4.593634 4.469698 6.801782 0.03 -0.03 0.02
C -2.458495 5.143405 -1.795126 0.35 -0.12 -0.13
C -3.228762 5.518597 -3.041631 -0.13 0.38 0.15
O -4.037048 4.361616 -3.310562 0.18 -0.34 -0.08
S -4.464954 3.661366 -1.948358 0.35 0.66 0.09
O -5.766425 4.090913 -1.591355 -0.04 -0.29 0.15
O -4.106763 2.289013 -1.989114 -0.23 -0.39 -0.24
O -3.407551 4.407841 -1.003531 -0.21 0.25 -0.11
H -1.617272 4.486225 -2.024574 -0.01 0.00 -0.03
H -2.104905 6.007588 -1.239925 -0.15 -0.04 0.16
H -2.584797 5.726883 -3.890575 -0.07 -0.21 -0.10
H -3.891215 6.368103 -2.867563 0.02 0.00 0.01
C -5.552218 3.200631 3.987631 0.37 -0.12 -0.17
C -6.318110 3.583080 2.738752 -0.18 0.34 0.17
O -7.126429 2.431518 2.459937 0.23 -0.14 0.01
S -7.555303 1.726125 3.830201 0.07 0.07 -0.01
O -8.857609 2.154308 4.194646 -0.01 -0.10 0.07
O -7.232051 0.348255 3.736547 -0.10 -0.02 -0.05
O -6.501052 2.463755 4.775463 -0.18 0.18 -0.10
H -4.711022 2.546065 3.758491 0.02 0.03 -0.01
H -5.197643 4.064644 4.542589 -0.13 -0.05 0.16
H -5.670852 3.798810 1.893034 -0.07 -0.19 -0.10
H -6.979070 4.433956 2.915203 0.03 0.02 0.01
C -0.138888 -8.286657 -0.990227 0.22 0.32 0.22
C 1.043956 -9.230362 -1.012958 -0.02 -0.14 -0.42
O 0.791448 -10.129723 0.076230 -0.05 0.22 0.15
S -0.782044 -10.357706 0.240128 0.07 0.05 -0.04
O -1.160933 -11.554011 -0.420353 -0.10 0.01 0.05
O -1.126756 -10.120265 1.594460 0.02 -0.11 0.02
O -1.256376 -9.119758 -0.657123 0.09 -0.14 -0.16
H -0.024892 -7.529601 -0.211306 0.02 0.01 -0.02
H -0.300270 -7.803209 -1.949606 -0.18 -0.12 -0.03
H 1.992650 -8.721530 -0.871070 0.01 -0.08 0.23
H 1.076969 -9.809531 -1.937751 -0.01 0.03 -0.02
```
Forces are in eV/Å.

As for the highest occupied orbital energy: -0.3761 Eh. The gap between HOMO and LUMO is 9.51 eV. The maximum force comes out at 1.96 eV/A. The spin multiplicity is 1.

# 3
# C3H7BrNO

An isolated ion of composition C3H7BrNO and charge +1 (ωB97M-V/def2-TZVPD, OMol25).

```
13
Properties=species:S:1:pos:R:3:forces:R:3
Br -3.435889 -0.145768 -0.015151 1.71 0.36 0.34
C -1.613244 0.290111 0.579049 1.42 1.09 1.24
N -0.491356 -0.309646 -0.280457 -3.88 0.55 -3.36
C 0.832421 -0.097902 0.308181 -0.90 -1.67 -1.31
C 2.016264 -0.142043 -0.558477 -2.16 -0.60 -0.46
O 1.418507 1.013680 -0.112073 -0.17 3.99 0.67
H -1.386262 -0.006431 1.647204 -0.81 -0.02 -1.26
H -1.277784 1.360534 0.499394 -1.46 -0.62 0.26
H -0.837680 -1.252601 -0.560694 1.08 0.17 0.51
H -0.650585 0.261416 -1.203720 1.04 -1.26 1.74
H 0.717695 -0.344669 1.316067 0.68 -0.31 1.70
H 2.838801 -0.372389 -0.018527 3.04 -0.93 0.80
H 1.869106 -0.254288 -1.600799 0.41 -0.74 -0.87
```
Forces are in eV/Å.

As for the SMILES: BrC[NH2+][C@H]1CO1. As for the highest occupied orbital energy: -0.5604 Eh. The gap between HOMO and LUMO is 11.54 eV. As for the charge: +1. The maximum force comes out at 5.16 eV/A. The value obtained for the energy above the lowest of the compared OMol25 structures with the same formula, charge and spin is 54.8 kcal per mole. The spin multiplicity is 1.

# 4
# C16H26BBr2O

An isolated ion of composition C16H26BBr2O and charge -1 (ωB97M-V/def2-TZVPD, OMol25).

```
46
Properties=species:S:1:pos:R:3:forces:R:3
C 1.477656 -4.188711 0.645486 -0.59 0.28 0.25
C 1.893213 -2.742537 0.467954 0.08 0.12 -0.08
C 3.138764 -2.245352 0.850854 0.29 -1.11 0.32
C 3.459016 -0.919963 0.703256 0.14 0.27 0.07
C 2.559978 0.001328 0.156251 0.41 0.26 0.11
C 3.020062 1.456048 0.080764 0.29 -0.07 -0.09
C 2.438839 2.285102 -1.078899 -0.15 0.64 0.97
C 2.855213 2.164036 1.454496 -0.22 -0.31 -0.33
C 1.321487 -0.493840 -0.230784 -0.62 0.52 0.00
O 0.353826 0.339051 -0.741586 0.61 -0.63 -0.42
C 0.115715 0.056144 -2.164986 -0.39 0.26 -0.54
B -1.452550 -0.227613 -2.506723 0.13 0.74 0.44
Br -1.750241 0.592372 -4.392360 0.01 0.12 -0.38
Br -1.865904 -2.230999 -2.716994 0.00 -0.33 0.15
C -2.492211 0.527392 -1.511905 -0.06 -1.25 -0.23
C -2.712623 -0.182182 -0.164274 -0.12 0.47 0.83
C -3.709861 0.551270 0.792671 0.81 -0.05 0.29
C -3.446011 2.074475 0.814264 -0.17 -0.33 -0.99
C -3.512405 0.059888 2.253776 -0.23 0.48 -0.61
C 1.000511 -1.837915 -0.074091 -0.22 -0.74 0.08
H 1.964076 -4.882085 -0.051034 0.08 0.17 0.25
H 1.611046 -4.511187 1.689521 0.27 -0.06 -0.36
H 0.393334 -4.248245 0.467055 0.32 -0.10 -0.09
H 3.863309 -2.946482 1.275657 -0.09 0.27 -0.06
H 4.439442 -0.578399 1.041618 -0.19 0.01 -0.15
H 4.112695 1.418216 -0.082886 -0.29 -0.18 0.01
H 2.882136 3.295274 -1.022026 0.08 -0.34 -0.24
H 2.621766 1.849906 -2.065480 -0.13 0.02 0.23
H 1.368931 2.438097 -0.890267 0.20 -0.22 -0.42
H 3.017547 1.442478 2.267759 0.15 0.26 -0.19
H 1.831430 2.544477 1.582644 0.26 0.05 -0.10
H 3.588811 2.979718 1.527200 -0.36 -0.08 0.12
H 0.769337 -0.751378 -2.530605 -0.08 0.15 0.35
H 0.423130 0.961439 -2.715059 -0.06 -0.15 0.27
H -3.466310 0.513797 -2.033917 0.24 0.43 0.15
H -2.116575 1.554842 -1.401768 -0.28 -0.20 0.05
H -1.784098 -0.295366 0.421949 -0.02 0.13 -0.46
H -3.082887 -1.207535 -0.320679 0.08 0.29 -0.11
H -4.719723 0.321513 0.418286 0.04 0.30 0.33
H -3.699016 2.484527 -0.174928 0.00 0.09 0.36
H -2.366967 2.258738 0.938536 -0.30 -0.01 0.25
H -4.034280 2.600955 1.576755 0.19 -0.14 -0.08
H -4.059435 0.752819 2.912046 -0.07 -0.53 0.07
H -3.829210 -0.980660 2.395364 0.12 0.23 0.12
H -2.448791 0.181325 2.509780 -0.23 -0.25 -0.04
H 0.027827 -2.234778 -0.372690 0.10 0.53 -0.10
```
Forces are in eV/Å.

As for the highest occupied orbital energy: -0.1979 Eh. The gap between HOMO and LUMO is 8.37 eV. As for the charge: -1. The maximum force comes out at 1.27 eV/A. The spin multiplicity is 1.

no.,molecular weight (g/mol)
1,404.44
2,1184.25
3,153.00
4,405.00